# 1
Density functional theory data (wB97M-V/def2-TZVPD) for a 13-piece molecular cluster, C13H52O13 overall in a non-equilibrium geometry.

Output
gap between HOMO and LUMO: 10.244 eV
E_LUMO: 0.218 eV
highest occupied orbital energy: -10.0 eV

Structure (ORCA input):
```
! wB97M-V def2-TZVPD RIJCOSX def2/J DEFGRID3
* xyz 0 1
C 15.97 -13.70 37.81
O 14.64 -14.14 37.90
H 16.50 -14.21 38.61
H 16.46 -13.98 36.88
H 16.17 -12.63 37.88
H 14.14 -13.74 37.18
C 16.21 -3.69 44.14
O 16.45 -4.54 45.26
H 15.41 -3.01 44.44
H 16.98 -2.97 43.86
H 15.88 -4.27 43.28
H 17.07 -5.20 44.94
C 12.33 -11.27 40.63
O 13.69 -11.22 40.25
H 12.13 -11.95 41.46
H 12.00 -10.25 40.81
H 11.78 -11.66 39.77
H 14.07 -12.11 40.20
C 12.20 -6.56 43.19
O 11.96 -5.82 42.03
H 11.59 -7.46 43.26
H 13.23 -6.87 43.32
H 11.87 -5.95 44.03
H 12.48 -5.02 42.03
C 19.41 -8.68 45.93
O 18.89 -7.83 44.93
H 20.46 -8.45 46.11
H 18.84 -8.48 46.84
H 19.32 -9.71 45.60
H 19.27 -8.15 44.10
C 13.84 -1.36 40.37
O 13.94 -2.77 40.30
H 13.36 -0.93 39.50
H 13.28 -0.97 41.22
H 14.83 -0.91 40.54
H 14.64 -3.04 39.69
C 20.99 -4.59 38.95
O 20.38 -3.56 38.25
H 20.75 -4.45 40.01
H 20.76 -5.56 38.52
H 22.07 -4.42 39.00
H 20.51 -2.79 38.80
C 19.59 -10.61 41.38
O 20.23 -9.39 41.61
H 18.94 -10.79 42.23
H 18.97 -10.61 40.48
H 20.33 -11.40 41.38
H 20.91 -9.26 40.94
C 14.88 -10.57 44.93
O 13.57 -10.90 45.29
H 14.86 -10.33 43.87
H 15.24 -9.64 45.38
H 15.67 -11.31 45.03
H 13.47 -11.83 45.09
C 17.61 -7.11 35.22
O 17.75 -8.32 35.84
H 16.58 -6.79 35.06
H 18.12 -6.36 35.82
H 18.14 -7.12 34.27
H 17.29 -8.30 36.68
C 16.50 -2.72 36.73
O 16.56 -3.70 37.73
H 16.43 -1.77 37.26
H 17.31 -2.71 36.00
H 15.56 -2.91 36.22
H 17.47 -3.95 37.91
C 12.60 -6.56 36.87
O 11.89 -7.24 35.82
H 11.78 -6.21 37.50
H 13.22 -7.19 37.51
H 13.07 -5.66 36.48
H 11.28 -7.86 36.22
C 16.31 -7.30 40.12
O 16.22 -8.47 39.31
H 16.15 -7.55 41.17
H 17.29 -6.89 39.90
H 15.52 -6.57 39.93
H 15.38 -8.93 39.40
*
```

---

# 2
Density functional theory data (wB97M-V/def2-TZVPD) for a 2-piece molecular cluster, C13H5Cl2F4O4S overall in a non-equilibrium geometry.

Output
gap between HOMO and LUMO: 6.628 eV
E_LUMO: 1.274 eV
highest occupied orbital energy: -5.4 eV

Structure (ORCA input):
```
! wB97M-V def2-TZVPD RIJCOSX def2/J DEFGRID3
* xyz -1 1
F 3.81 -0.30 -1.29
C 3.46 0.35 -0.17
C 4.03 1.51 0.17
F 4.80 2.21 -0.70
C 3.91 2.08 1.53
O 4.47 3.13 1.86
C 3.21 1.23 2.52
F 3.38 1.56 3.83
C 2.50 0.16 2.14
F 1.78 -0.56 3.04
C 2.54 -0.49 0.74
O 3.28 -1.55 1.01
Cl -6.16 -1.81 -2.55
C -4.70 -1.25 -1.84
C -3.65 -0.81 -2.66
C -2.48 -0.29 -2.08
C -2.39 -0.20 -0.69
S -0.89 0.60 0.08
C 1.22 -0.69 0.21
Cl 1.07 -1.14 -1.41
O -0.60 1.79 -0.69
O -1.14 0.72 1.51
C -3.39 -0.69 0.12
C -4.56 -1.22 -0.45
H -3.75 -0.87 -3.75
H -1.66 0.03 -2.72
H 0.55 -1.24 0.87
H -3.27 -0.68 1.20
H -5.36 -1.59 0.17
*
```

---

# 3
Density functional theory data (wB97M-V/def2-TZVPD) for C13H5N4O11Pd as an isolated structure.

Output
gap between HOMO and LUMO (alpha / beta): 7.835 / 5.521 eV
E_LUMO (alpha / beta): -5.151 / -7.841 eV
highest occupied orbital energy (alpha / beta): -13.0 / -13.4 eV

Structure (ORCA input):
```
! wB97M-V def2-TZVPD RIJCOSX def2/J DEFGRID3
* xyz 1 5
Pd -0.08 -0.06 -0.33
O 2.35 2.91 1.07
C 1.81 1.92 0.66
O 0.52 1.70 0.62
C 2.66 0.73 0.25
C 4.05 0.70 0.34
C 4.72 -0.44 -0.06
C 4.00 -1.54 -0.53
C 2.63 -1.44 -0.59
N 2.00 -0.32 -0.22
C 1.68 -2.50 -1.03
O 2.20 -3.62 -1.47
O 0.47 -2.39 -1.00
H 4.56 1.58 0.72
H 5.80 -0.49 0.00
H 4.51 -2.45 -0.83
O -6.53 4.43 -1.20
N -5.36 4.52 -1.48
O -4.80 5.47 -1.98
C -4.52 3.33 -1.21
C -3.16 3.38 -1.57
C -2.38 2.30 -1.33
C -2.89 1.11 -0.68
O -2.24 0.12 -0.31
C -4.32 1.14 -0.39
C -5.12 2.22 -0.62
N -4.87 -0.08 0.21
O -4.97 -1.02 -0.53
O -5.15 -0.02 1.38
N -0.99 2.37 -1.83
O -0.41 1.30 -2.07
O -0.51 3.45 -2.01
H -2.77 4.27 -2.04
H -6.17 2.23 -0.36
*
```

---

# 4
Density functional theory data (wB97M-V/def2-TZVPD) for C13H6BrCl3O3PtS3Sb as an isolated structure.

Output
gap between HOMO and LUMO (alpha / beta): 5.237 / 5.230 eV
E_LUMO (alpha / beta): 4.030 / 4.030 eV
highest occupied orbital energy (alpha / beta): -1.2 / -1.2 eV

Structure (ORCA input):
```
! wB97M-V def2-TZVPD RIJCOSX def2/J DEFGRID3
* xyz -2 2
Pt -1.47 -1.37 0.94
S -3.57 -4.30 4.65
Sb -3.61 -2.34 3.45
S -1.25 -1.59 3.19
S -3.16 -2.89 1.07
Cl -3.42 2.93 -4.68
C -3.20 2.19 -3.11
C -2.58 0.96 -3.01
C -2.41 0.40 -1.76
Cl -1.64 -1.17 -1.67
C -2.83 1.00 -0.53
O -2.68 0.49 0.62
C -3.45 2.27 -0.73
Cl -4.00 3.11 0.68
C -3.63 2.85 -1.97
H -2.24 0.43 -3.89
H -4.11 3.82 -2.04
Br 3.62 -3.32 -0.46
C 3.80 -1.55 0.20
C 5.09 -1.05 0.25
C 5.33 0.23 0.70
C 4.26 1.03 1.10
C 2.98 0.52 1.04
C 2.71 -0.78 0.60
C 1.26 -1.23 0.62
O 0.97 -2.42 0.53
O 0.42 -0.28 0.75
H 5.91 -1.68 -0.08
H 6.34 0.61 0.73
H 4.43 2.04 1.45
H 2.12 1.11 1.35
*
```

---

# 5
Density functional theory data (wB97M-V/def2-TZVPD) for an isolated ion of composition C13H6Cl2NO3 and charge -1 in a non-equilibrium geometry.

Output
gap between HOMO and LUMO: 6.142 eV
E_LUMO: 2.580 eV
highest occupied orbital energy: -3.6 eV

Structure (ORCA input):
```
! wB97M-V def2-TZVPD RIJCOSX def2/J DEFGRID3
* xyz -1 1
N 0.28 0.43 9.94
C 0.09 0.06 8.85
C -0.13 -0.39 7.49
C -0.63 -1.66 7.22
C -0.80 -2.10 5.92
C -0.48 -1.25 4.83
O -0.59 -1.79 3.55
C -0.49 -1.22 2.28
C 0.99 -1.04 1.84
O 1.67 -2.02 1.70
C 1.46 0.37 1.67
Cl 3.15 0.57 1.62
C 0.61 1.42 1.59
C -0.85 1.26 1.64
O -1.58 2.26 1.60
C -1.34 -0.10 1.86
Cl -3.01 -0.33 1.71
C -0.01 0.03 5.09
C 0.17 0.45 6.41
H -0.90 -2.30 8.07
H -1.20 -3.10 5.73
H -0.86 -2.06 1.67
H 1.02 2.42 1.54
H 0.22 0.72 4.27
H 0.55 1.46 6.59
*
```

---

# 6
Density functional theory data (wB97M-V/def2-TZVPD) for a 2-piece molecular cluster, C13H7Cl4O3 overall in a non-equilibrium geometry.

Output
gap between HOMO and LUMO: 3.145 eV
E_LUMO: 0.492 eV
highest occupied orbital energy: -2.7 eV

Structure (ORCA input):
```
! wB97M-V def2-TZVPD RIJCOSX def2/J DEFGRID3
* xyz -1 1
Cl 3.10 -0.60 2.35
C 1.43 -0.36 2.62
C 0.99 0.90 3.03
Cl 2.08 2.18 3.29
C -0.42 1.23 3.09
O -0.84 2.36 3.35
C -1.42 0.07 2.85
O -2.61 0.23 3.07
C -0.85 -1.21 2.42
Cl -1.98 -2.43 2.03
C 0.51 -1.43 2.37
Cl 1.09 -2.95 1.83
C -6.42 5.31 0.46
C -5.58 4.06 0.44
C -4.69 3.87 -0.63
C -3.77 2.85 -0.61
C -3.57 2.01 0.57
O -2.50 1.39 0.78
C -4.70 2.08 1.51
C -5.64 3.07 1.45
H -7.12 5.30 1.31
H -5.81 6.22 0.54
H -6.99 5.41 -0.47
H -4.71 4.56 -1.47
H -3.07 2.69 -1.42
H -4.70 1.35 2.32
H -6.41 3.15 2.22
*
```